[1]
This record from OMol25 describes a structure of composition C21H48FGaI2N2O3P. The level of theory is wB97M-V/def2-TZVPD.

Calculated values
HOMO level, eV: -5.48
Charge: -1
Spin multiplicity: 1
Molar mass, g/mol: 750.13
Gap between HOMO and LUMO, hartree: 0.2824
Total energy, eV: -112266.171

The geometry in XYZ format:
```
79
C21H48FGaI2N2O3P (wB97M-V/def2-TZVPD)
C -5.1089 -6.3682 0.5752
C -5.6331 -4.9505 0.5725
O -6.6705 -4.8478 -0.4152
P -6.9347 -3.4391 -1.1369
O -7.9950 -3.6231 -2.1471
C -5.3808 -2.8566 -1.8251
C -4.8512 -1.4796 -1.3745
Ga -4.4271 -1.1606 0.5820
F -5.3215 0.3405 1.0992
C -2.4429 -0.7290 0.8515
I -2.0126 1.3171 1.2602
C -1.4113 -1.5448 0.8230
C 0.0486 -1.2995 1.0581
I -1.8038 -3.5858 0.3883
O -7.3145 -2.3780 -0.0185
C -8.5412 -2.5219 0.6940
C -8.4560 -3.4310 1.8980
H -5.9434 -7.0645 0.6484
H -4.5705 -6.5901 -0.3435
H -4.4507 -6.5092 1.4299
H -6.0080 -4.6786 1.5566
H -4.8278 -4.2568 0.3453
H -4.6206 -3.6257 -1.6846
H -5.6163 -2.8360 -2.8897
H -5.5396 -0.7143 -1.7323
H -3.9181 -1.3238 -1.9232
H -4.8627 -2.3270 1.5759
H 0.3103 -0.2717 0.8236
H 0.6493 -1.9656 0.4433
H 0.2959 -1.5225 2.0970
H -9.3395 -2.8444 0.0260
H -8.7901 -1.5186 1.0347
H -8.3233 -4.4758 1.6275
H -7.6595 -3.1269 2.5735
H -9.3997 -3.3533 2.4400
C 1.1896 1.3273 3.5988
C 2.2841 2.2563 4.0981
N 3.6028 1.8913 3.6082
C 4.6844 2.5876 4.2743
C 4.7811 4.1103 4.1062
C 3.7133 1.7643 2.1662
C 3.3324 2.9751 1.3035
H 1.4288 0.2873 3.8265
H 0.2417 1.5719 4.0770
H 1.0325 1.4168 2.5253
H 2.3182 2.2128 5.1906
H 2.0082 3.2920 3.8404
H 5.6275 2.1347 3.9542
H 4.5997 2.3670 5.3434
H 5.1342 4.3910 3.1145
H 5.4928 4.5147 4.8296
H 3.8226 4.5996 4.2810
H 3.0906 0.9220 1.8555
H 4.7373 1.4592 1.9333
H 2.3956 3.4313 1.6247
H 3.1973 2.6559 0.2677
H 4.1047 3.7443 1.3061
C 5.3018 0.7307 -1.7335
C 5.6565 1.2792 -3.1062
N 4.5125 1.3514 -3.9947
C 4.8680 1.5997 -5.3780
C 5.5265 2.9408 -5.7288
C 3.3682 2.0886 -3.4839
C 3.5797 3.5506 -3.0671
H 4.7934 -0.2304 -1.8152
H 6.2086 0.5880 -1.1438
H 4.6605 1.4153 -1.1780
H 6.3910 0.6159 -3.5716
H 6.1594 2.2522 -2.9765
H 3.9679 1.4756 -5.9858
H 5.5442 0.7957 -5.6864
H 4.8150 3.7652 -5.7036
H 5.9325 2.8951 -6.7416
H 6.3514 3.1779 -5.0560
H 2.9751 1.5444 -2.6223
H 2.5764 2.0351 -4.2343
H 4.4790 3.6757 -2.4616
H 2.7323 3.8839 -2.4653
H 3.6514 4.2197 -3.9236
```



[2]
This record from OMol25 describes a structure of composition C21H48INNiO10P2. The level of theory is wB97M-V/def2-TZVPD.

Calculated values
HOMO level (alpha / beta), eV: -14.61 / -14.61
Charge: +2
Spin multiplicity: 3
Molar mass, g/mol: 722.16
Gap between HOMO and LUMO (alpha / beta), hartree: 0.3601 / 0.3447
<S²>: 2.003
Energy relative to the best compared isomer or geometry (same formula, charge and spin), eV: 0.000
Total energy, eV: -112236.077

The geometry in XYZ format:
```
84
C21H48INNiO10P2 (wB97M-V/def2-TZVPD)
Ni 1.1217 -1.4328 -0.1910
C -0.0333 -4.0492 1.0200
O 1.0073 -3.0695 1.1539
C 2.2552 -3.6369 1.5747
C 3.1388 -2.4860 1.9375
O 3.1424 -1.5595 0.8501
C 4.2609 -1.6219 -0.0336
C 3.9683 -0.5936 -1.0801
O 2.7501 -0.9438 -1.7430
C 2.9753 -1.6338 -2.9790
H -0.2609 -4.4750 1.9936
H 0.2754 -4.8447 0.3391
H -0.9083 -3.5425 0.6250
H 2.6729 -4.2333 0.7593
H 2.0960 -4.2814 2.4385
H 4.1463 -2.8191 2.1798
H 2.7230 -1.9610 2.7938
H 4.3541 -2.6204 -0.4679
H 5.1765 -1.3748 0.4996
H 4.7883 -0.5189 -1.7910
H 3.8094 0.3691 -0.5995
H 3.6397 -1.0441 -3.6089
H 2.0228 -1.7430 -3.4739
H 3.4143 -2.6188 -2.8060
C 1.2001 2.3992 -2.4695
C 1.3981 3.1658 -1.1814
C 1.2931 4.6608 -1.3502
O 0.3303 2.7579 -0.2165
P 0.6549 1.6865 0.8741
O 1.3383 0.4710 0.3318
C -0.9521 1.2270 1.5233
P -1.7747 0.0452 0.4349
O -0.9152 -1.1601 0.2309
O -2.0491 0.7363 -0.9363
C -3.1592 1.6638 -1.2924
C -3.3152 2.8032 -0.3036
C -2.8418 2.1530 -2.6802
O -3.1515 -0.2122 1.1105
C -3.7723 -1.4894 1.5536
C -2.9862 -2.0774 2.7052
C -3.9585 -2.4316 0.3822
O 1.5468 2.2901 1.9973
C 1.2640 3.3389 3.0104
C 0.4641 4.4962 2.4458
C 0.6176 2.7011 4.2235
H 2.0504 2.5870 -3.1305
H 0.2935 2.7292 -2.9800
H 1.1363 1.3254 -2.2856
H 2.3617 2.9066 -0.7442
H 0.2634 4.9387 -1.5880
H 1.9325 4.9764 -2.1766
H 1.6048 5.1968 -0.4535
H -1.5842 2.0935 1.7141
H -0.7665 0.6969 2.4639
H -4.0572 1.0494 -1.3053
H -2.4048 3.4142 -0.2788
H -3.5616 2.4502 0.6993
H -4.1390 3.4395 -0.6339
H -1.9251 2.7454 -2.6623
H -3.6596 2.7832 -3.0373
H -2.7163 1.3201 -3.3762
H -4.7424 -1.1622 1.9065
H -1.9621 -2.3046 2.3968
H -3.4635 -3.0009 3.0370
H -2.9600 -1.3876 3.5519
H -2.9974 -2.8345 0.0521
H -4.4367 -1.9148 -0.4536
H -4.6029 -3.2591 0.6817
H 2.2573 3.6804 3.2732
H -0.5167 4.1702 2.0863
H 0.9835 4.9928 1.6280
H 0.2992 5.2255 3.2396
H -0.4402 2.4840 4.0472
H 0.6765 3.3937 5.0649
H 1.1344 1.7814 4.5048
N -0.5315 -4.3298 -2.7813
C -0.4008 -3.0845 -2.3344
O 0.5647 -2.7902 -1.6015
C -1.4609 -2.1066 -2.7529
I -0.9496 -1.2007 -4.6193
H 0.1785 -5.0120 -2.5724
H -1.2642 -4.5886 -3.4193
H -1.5423 -1.3047 -2.0359
H -2.4188 -2.5907 -2.9082
```



[3]
This record from OMol25 describes a structure of composition C21H48INO8. The level of theory is wB97M-V/def2-TZVPD.

Calculated values
HOMO level, eV: -9.21
Spin multiplicity: 1
Molar mass, g/mol: 569.52
Gap between HOMO and LUMO, hartree: 0.3014
Total energy, eV: -48521.601

The geometry in XYZ format:
```
79
C21H48INO8 (wB97M-V/def2-TZVPD)
C -4.2774 -2.8200 -3.6877
C -3.5951 -3.3023 -4.9726
C -2.4550 -2.3861 -5.4455
N -1.1320 -3.0104 -5.2928
C -0.0192 -2.0057 -5.2512
C 0.9939 -2.1420 -4.0962
C 0.5536 -2.8810 -2.8345
C -0.7166 -2.3104 -2.2184
C 0.4943 -4.4063 -2.9883
C -0.9268 -3.9464 -6.3080
O -1.7645 -4.3098 -7.1231
O 0.3661 -4.4282 -6.3181
I 0.4166 -6.4238 -6.3125
H -3.7093 -3.1375 -2.8194
H -4.3427 -1.7368 -3.6705
H -5.2802 -3.2279 -3.6451
H -4.3387 -3.3103 -5.7643
H -3.2360 -4.3181 -4.8561
H -2.4716 -1.4963 -4.8252
H -2.6365 -2.0740 -6.4701
H -0.4273 -1.0041 -5.2667
H 0.5424 -2.0960 -6.1775
H 1.9212 -2.5677 -4.4661
H 1.2410 -1.1287 -3.7790
H 1.3416 -2.7002 -2.1024
H -1.0596 -2.9322 -1.3987
H -0.4786 -1.3444 -1.7746
H -1.5104 -2.1507 -2.9372
H -0.5037 -4.7056 -3.2930
H 0.6828 -4.8771 -2.0283
H 1.2173 -4.7374 -3.7220
C -1.5218 -1.7494 4.1375
O -0.1071 -1.7006 4.0708
C 0.4525 -2.7094 3.2439
C 0.8159 -2.1703 1.8775
O -0.3251 -1.7434 1.1525
C -0.5223 -0.3397 1.1955
H -1.8649 -0.7991 4.5449
H -1.9675 -1.8925 3.1514
H -1.8469 -2.5554 4.8037
H -0.2326 -3.5575 3.1552
H 1.3652 -3.0641 3.7326
H 1.2893 -2.9711 1.3002
H 1.5360 -1.3516 1.9720
H 0.1788 0.1656 0.5218
H -0.3980 0.0589 2.2048
H -1.5383 -0.1406 0.8584
C 3.9338 1.4167 6.4700
O 3.3012 2.6832 6.4691
C 3.3504 3.3391 5.2132
C 2.0615 3.1798 4.4378
O 1.8180 1.8321 4.0747
C 0.8984 1.1635 4.9267
H 3.6166 0.8911 7.3691
H 3.6526 0.8233 5.5973
H 5.0232 1.5313 6.4949
H 4.1951 2.9741 4.6209
H 3.5117 4.4033 5.4105
H 2.1400 3.7516 3.5065
H 1.2186 3.5807 5.0097
H -0.1255 1.4866 4.7002
H 1.1092 1.3521 5.9820
H 0.9795 0.0984 4.7298
C -1.2952 6.1396 -0.9953
O -0.8513 4.8094 -0.7971
C 0.5607 4.6805 -0.7837
C 1.1124 4.6040 0.6227
O 0.9008 5.8059 1.3472
C -0.2162 5.7473 2.2158
H -2.3493 6.1782 -0.7257
H -0.7451 6.8474 -0.3716
H -1.1903 6.4269 -2.0471
H 1.0274 5.5061 -1.3295
H 0.8055 3.7503 -1.3057
H 2.1940 4.4468 0.5664
H 0.6763 3.7529 1.1556
H 0.0310 5.1622 3.1086
H -1.0901 5.3088 1.7294
H -0.4577 6.7643 2.5200
```



[4]
This record from OMol25 describes a structure of composition C21H48IrN10. The level of theory is wB97M-V/def2-TZVPD.

Calculated values
HOMO level, eV: -16.60
Charge: +3
Spin multiplicity: 1
Molar mass, g/mol: 632.90
Gap between HOMO and LUMO, hartree: 0.2522
Energy relative to the best compared isomer or geometry (same formula, charge and spin), eV: 0.351
Total energy, eV: -40270.000

The geometry in XYZ format:
```
80
C21H48IrN10 (wB97M-V/def2-TZVPD)
Ir -0.3285 0.4492 -0.1925
C 0.4334 0.5071 3.1236
N 1.0477 1.7987 2.8275
C 2.2286 2.1224 3.6406
C 0.5349 2.6509 1.9328
N -0.2621 2.1621 0.9439
C -1.2837 3.0830 0.3561
C -2.5135 2.2601 0.0031
N -2.1107 1.0575 -0.8169
C -3.1197 -0.0423 -0.6108
C -2.7024 -0.8364 0.6021
N -1.2961 -1.2595 0.4180
C -0.9460 -2.4387 0.9405
N 0.2095 -3.0698 0.6618
C 0.7668 -4.1058 1.5423
C 0.9914 -2.7825 -0.5066
N -1.7697 -3.0513 1.8321
C -2.4222 -2.3600 2.9367
C -2.1396 -4.4616 1.6888
C -1.9746 1.3349 -2.2915
C -1.2351 0.1453 -2.9348
N -0.0182 -0.1286 -2.1574
C 1.1063 -0.4918 -2.7668
N 1.1338 -1.0294 -3.9971
C 2.1911 -0.7135 -4.9641
C 0.1721 -2.0230 -4.4668
N 2.2786 -0.2097 -2.1447
C 2.3308 0.7667 -1.0859
C 3.4704 -1.0531 -2.2751
N 0.8182 3.9619 2.0238
C 1.0450 4.7993 0.8490
C 0.8364 4.6849 3.3001
H 1.0173 0.0306 3.9059
H 0.4358 -0.1733 2.2684
H -0.5905 0.6301 3.4797
H 2.8918 1.2592 3.6293
H 1.9499 2.3381 4.6716
H 2.7560 2.9708 3.2189
H -0.8892 3.5647 -0.5408
H -1.5647 3.8768 1.0475
H -3.2764 2.8158 -0.5425
H -2.9520 1.8628 0.9179
H -3.0822 -0.6992 -1.4724
H -4.1109 0.4056 -0.5546
H -3.3579 -1.6965 0.7049
H -2.7939 -0.2315 1.5084
H 0.2701 -4.0944 2.5055
H 1.8236 -3.8929 1.6981
H 0.6683 -5.0938 1.0931
H 1.4073 -1.7732 -0.4714
H 0.4124 -2.8948 -1.4223
H 1.8324 -3.4710 -0.5309
H -1.9265 -1.4111 3.1350
H -2.3218 -2.9808 3.8273
H -3.4866 -2.1879 2.7707
H -1.6431 -4.9033 0.8303
H -3.2173 -4.5336 1.5323
H -1.8767 -5.0241 2.5848
H -1.4242 2.2709 -2.3972
H -2.9757 1.4612 -2.7076
H -1.0069 0.3642 -3.9763
H -1.8909 -0.7244 -2.9289
H 2.7658 0.1439 -4.6257
H 1.7167 -0.4640 -5.9128
H 2.8548 -1.5639 -5.1217
H -0.4924 -2.3312 -3.6654
H 0.7220 -2.9008 -4.8082
H -0.4152 -1.6396 -5.3018
H 1.6854 1.6182 -1.3093
H 3.3521 1.1350 -0.9869
H 2.0775 0.3313 -0.0849
H 3.2584 -1.9115 -2.9042
H 3.7646 -1.4092 -1.2859
H 4.2984 -0.4894 -2.7036
H 1.2087 4.1814 -0.0315
H 1.9500 5.3822 1.0206
H 0.2235 5.4927 0.6661
H 0.5878 4.0220 4.1219
H 0.0817 5.4709 3.2564
H 1.8098 5.1401 3.4808
```



[5]
This record from OMol25 describes a structure of composition C21H48MnN10. The level of theory is wB97M-V/def2-TZVPD.

Calculated values
HOMO level (alpha / beta), eV: -13.78 / -14.18
Charge: +2
Spin multiplicity: 6
Molar mass, g/mol: 495.62
Gap between HOMO and LUMO (alpha / beta), hartree: 0.3519 / 0.3555
<S²>: 8.756
Total energy, eV: -68765.280

The geometry in XYZ format:
```
80
C21H48MnN10 (wB97M-V/def2-TZVPD)
Mn -0.1108 -0.2892 0.1180
C -5.1769 -1.6805 0.0169
N -4.2456 -0.5841 0.3106
C -4.8540 0.6068 0.9126
C -2.9385 -0.6640 0.0258
N -2.1264 0.3038 -0.2524
C -2.4654 1.7004 -0.4984
C -1.1664 2.4545 -0.7543
N -0.1090 2.0326 0.1798
C -0.3808 2.4157 1.5874
C -0.7998 1.2398 2.4658
N 0.0866 0.0999 2.2297
C 0.6355 -0.5474 3.2200
N 1.1955 -1.7667 2.9918
C 0.8886 -2.5483 1.8159
C 2.3691 -2.2244 3.7331
N 0.7155 -0.0779 4.5026
C 1.1670 1.2766 4.7963
C 0.5114 -0.9456 5.6580
C 1.2260 2.4708 -0.2698
C 2.2854 1.4765 0.1627
N 1.9402 0.1543 -0.3592
C 2.8681 -0.6038 -0.8947
N 4.1964 -0.4400 -0.6612
C 4.7058 -0.1767 0.6800
C 5.2108 -0.6397 -1.6954
N 2.5185 -1.6134 -1.7423
C 1.2535 -1.6234 -2.4463
C 3.2408 -2.8842 -1.7682
N -2.3003 -1.9499 0.0468
C -2.7267 -2.8928 1.0868
C -2.1014 -2.5953 -1.2620
H -6.0239 -1.2752 -0.5362
H -4.7106 -2.4345 -0.6064
H -5.5506 -2.1438 0.9309
H -5.7711 0.2916 1.4045
H -4.2019 1.0288 1.6742
H -5.1084 1.3712 0.1788
H -3.1013 1.8124 -1.3788
H -2.9964 2.1411 0.3453
H -0.8216 2.2195 -1.7609
H -1.3442 3.5331 -0.7041
H 0.5228 2.8656 2.0004
H -1.1635 3.1780 1.6294
H -0.8245 1.5651 3.5011
H -1.8184 0.9435 2.2060
H -0.0818 -2.2667 1.4237
H 1.6549 -2.4404 1.0378
H 0.8280 -3.6047 2.0839
H 2.6796 -1.4747 4.4542
H 2.1678 -3.1604 4.2579
H 3.1949 -2.3939 3.0374
H 1.4290 1.7952 3.8752
H 0.4072 1.8542 5.3290
H 2.0580 1.2363 5.4278
H 0.2063 -1.9384 5.3358
H 1.4180 -1.0315 6.2644
H -0.2778 -0.5309 6.2883
H 1.2240 2.5188 -1.3577
H 1.4669 3.4705 0.1044
H 3.2504 1.8151 -0.2115
H 2.3369 1.4529 1.2555
H 3.8904 -0.1737 1.4000
H 5.4097 -0.9641 0.9602
H 5.2308 0.7796 0.7328
H 4.7402 -0.7868 -2.6642
H 5.8405 0.2495 -1.7519
H 5.8530 -1.4957 -1.4735
H 0.8154 -0.6335 -2.4472
H 1.4051 -1.9125 -3.4876
H 0.5581 -2.3483 -2.0062
H 4.0341 -2.8856 -1.0258
H 2.5513 -3.6998 -1.5343
H 3.6750 -3.0791 -2.7511
H -3.1227 -2.3490 1.9433
H -3.4841 -3.5962 0.7325
H -1.8663 -3.4720 1.4208
H -1.7933 -1.8572 -1.9988
H -1.3290 -3.3619 -1.1718
H -3.0051 -3.0885 -1.6332
```



[6]
This record from OMol25 describes a cluster of 3 separate species, C21H49BNO10 in total. The level of theory is wB97M-V/def2-TZVPD.

Calculated values
HOMO level, eV: -3.85
Charge: -1
Spin multiplicity: 1
Molar mass, g/mol: 486.43
Gap between HOMO and LUMO, hartree: 0.2269
Total energy, eV: -45209.630

The geometry in XYZ format:
```
82
C21H49BNO10 (wB97M-V/def2-TZVPD)
C -3.4845 -1.8241 1.9308
C -4.1397 -0.9625 0.7923
C -3.1371 -0.0831 -0.0534
O -2.6015 -0.7413 -1.1986
C -1.6901 -1.7917 -0.8543
C -0.6674 -2.1799 -2.0001
O -0.5367 -1.3393 -3.1375
B 0.3537 -2.1839 -3.9892
O 1.3554 -2.6786 -2.9694
C 0.8936 -2.3705 -1.6450
C 1.6973 -1.0383 -1.3122
C 3.0979 -1.3224 -0.6158
O 3.8076 -2.2431 -1.4592
C 3.9514 0.0008 -0.4842
N 3.4431 0.9703 0.5141
H -4.2915 -2.1364 2.6354
H -2.6324 -1.3063 2.4394
H -3.0420 -2.7544 1.4840
H -4.8599 -0.2565 1.2931
H -4.7502 -1.5812 0.0845
H -2.3396 0.3992 0.5796
H -3.7412 0.7705 -0.4648
H -1.1645 -1.5882 0.1253
H -2.3180 -2.7090 -0.6560
H -0.9993 -3.2031 -2.3186
H 0.9410 -1.5607 -4.8429
H -0.1678 -3.2137 -4.3663
H 1.0574 -3.1891 -0.8842
H 1.9453 -0.4604 -2.2381
H 1.0584 -0.3447 -0.6867
H 2.9841 -1.7626 0.4152
H 3.7245 -3.1300 -1.1009
H 3.9990 0.4868 -1.4898
H 4.9991 -0.2771 -0.1966
H 2.8430 0.4662 1.1621
H 2.9629 1.7487 0.0763
C -3.7784 6.3455 -4.4910
O -2.9931 5.2027 -4.7445
C -1.8572 5.5047 -5.5439
C -0.7898 4.4333 -5.3853
O -0.0130 4.5888 -4.2028
C -0.6533 4.2083 -2.9854
C -0.7788 2.7031 -2.8214
O -1.8988 2.2222 -3.5376
C -1.8341 0.8068 -3.7255
H -4.1417 6.7857 -5.4261
H -4.6337 6.0399 -3.8878
H -3.2039 7.0868 -3.9236
H -1.4409 6.4791 -5.2647
H -2.1873 5.5378 -6.5911
H -0.0813 4.5441 -6.2105
H -1.2090 3.4277 -5.4531
H -1.6158 4.7103 -2.8718
H 0.0001 4.5806 -2.1912
H -0.9271 2.4596 -1.7605
H 0.1357 2.2160 -3.1801
H -0.9610 0.5408 -4.3225
H -2.7313 0.4959 -4.2639
H -1.8042 0.2999 -2.7755
C -1.1973 -2.2115 6.3072
O 0.1083 -2.5554 5.8943
C 0.1339 -3.0244 4.5515
C 1.5190 -2.8965 3.9551
O 1.7843 -1.5718 3.5114
C 2.0629 -0.6207 4.5349
C 3.4397 -0.7987 5.1518
O 3.4130 -1.8204 6.1413
C 4.7078 -2.2767 6.4656
H -1.8664 -3.0760 6.2469
H -1.1461 -1.8749 7.3430
H -1.5878 -1.3897 5.6969
H -0.5678 -2.4589 3.9293
H -0.1638 -4.0809 4.5667
H 1.5564 -3.5160 3.0557
H 2.2976 -3.2625 4.6267
H 1.2765 -0.6084 5.2915
H 2.0417 0.3506 4.0345
H 3.7459 0.1340 5.6417
H 4.1625 -1.0517 4.3679
H 5.1880 -2.7246 5.5893
H 4.6157 -3.0395 7.2381
H 5.3229 -1.4556 6.8504
```